# 1
DFT (wB97M-V/def2-TZVPD) results for C36H28IrO5P2S as an isolated structure.

Properties
**Orbital gap (alpha / beta)**: 7.26 / 5.73 eV
**LUMO (alpha / beta)**: -7.33 / -8.85 eV
**HOMO (alpha / beta)**: -14.58 / -14.58 eV
**DFT total energy**: -2949.4863 Eh

```
! wB97M-V def2-TZVPD RIJCOSX def2/J DEFGRID3
* xyz 2 2
H -0.53871 2.06674 -3.75216
C 2.90961 -3.50642 2.40729
C -0.79120 -3.77189 -1.36183
H -3.62344 -3.40885 -3.20437
C -1.26975 -1.42665 -1.79402
H 2.82746 3.22666 4.63883
C -2.74495 -3.12629 -2.64180
C -1.76293 -1.01964 1.75492
H -4.54550 -0.35148 3.57125
O -2.52016 2.34433 1.50175
C -4.23402 2.02241 -2.60431
C -3.50266 -0.36778 3.28512
C 2.03034 -3.76126 0.16766
C -1.57444 2.04064 -3.43946
C 2.77756 -4.24125 1.23463
C -1.96893 1.26049 -2.35898
O 0.68272 -1.91957 -0.69260
H 3.49908 -3.89198 3.22698
O -1.12401 2.78837 -0.29784
H -3.60582 0.66364 -1.07672
C 4.35376 1.48960 2.15993
H -3.83948 -1.52236 1.51161
O -1.76186 4.73628 1.17164
S -1.45861 3.37168 1.09447
H 1.97483 -4.31075 -0.76122
C 1.53580 -1.78163 1.45817
C 0.87863 0.59156 -2.09410
C 2.92328 1.84711 -2.04969
C 2.03807 0.85644 2.36299
H -3.03942 -1.03221 -2.95933
C 1.39631 -2.54002 0.30083
C 3.37385 1.13864 -3.15579
C 3.28675 0.71582 1.74167
C -2.41436 -1.78764 -2.50874
P -0.76809 0.26900 -1.47638
P 0.76324 -0.17469 1.68452
Ir -1.02970 1.01810 0.77244
C 4.19030 2.38684 3.20751
C -2.52200 2.79777 -4.11466
C -3.11666 -1.00602 2.12898
C 1.67281 1.57895 -1.51371
H 0.70513 -0.88081 -3.66278
H 1.31699 2.15021 -0.66492
H -2.86410 0.70450 5.04131
H 3.54009 2.61957 -1.61012
H 5.31512 1.38107 1.67697
H -2.22188 3.40203 -4.95957
C -1.95427 -4.10126 -2.05137
H 2.44243 -1.67809 3.41685
H 2.92903 -0.38702 -4.59927
C -0.44876 -2.43849 -1.27427
H 5.02893 2.98145 3.54381
H 0.91219 1.94254 3.86035
H -2.23203 -5.14316 -2.13980
H 3.42988 0.00482 0.93640
H -0.17921 -4.54613 -0.92507
C 2.30797 -2.26618 2.51768
H -0.49569 0.73043 4.41443
H -1.44620 -1.67676 0.94952
H -5.26479 2.02726 -2.27733
C 2.57735 0.15931 -3.73475
C -1.21935 0.25845 3.76730
C -2.54759 0.23978 4.11762
C -3.84423 2.78914 -3.69902
H 3.27909 -5.19506 1.14145
C 2.95374 2.52509 3.82603
C 1.87070 1.77861 3.39874
H -4.57762 3.38641 -4.22360
H 4.34813 1.35480 -3.57332
C 1.32623 -0.11806 -3.20803
C -0.79512 -0.36178 2.56592
C -3.29951 1.25673 -1.93321
O -0.25035 2.83789 1.83656
*
```

Results of the Mulliken charge analysis, in e, for atoms 1 through 6: atom 1 (H): 0.431, atom 2 (C): -0.945, atom 3 (C): -1.118, atom 4 (H): 0.502, atom 5 (C): 0.940, atom 6 (H): 0.460

---

# 2
DFT (wB97M-V/def2-TZVPD) results for C36H29MnNO2S3 as an isolated structure.

Properties
**Orbital gap (alpha / beta)**: 7.58 / 7.81 eV
**LUMO (alpha / beta)**: -0.17 / -0.18 eV
**HOMO (alpha / beta)**: -7.75 / -7.99 eV
**DFT total energy**: -3940.0463 Eh

```
! wB97M-V def2-TZVPD RIJCOSX def2/J DEFGRID3
* xyz 0 6
C 0.13223 -0.12139 0.99304
H 0.74458 2.60188 5.53178
C -1.48242 4.20774 -4.70930
H -1.32552 4.03566 -1.31116
H 3.30240 4.75764 1.21067
C -1.19777 3.75853 -2.34976
C -1.66743 4.56358 -3.37211
H 3.96764 -5.49316 0.47479
C -1.37584 0.76708 -0.76932
N 3.28618 1.30605 -1.40173
C 2.51061 -0.60487 1.03914
H 3.64530 0.19289 2.65491
H -2.73120 1.49512 -2.29546
H 2.67692 1.48552 4.49470
H -0.64705 2.74909 -6.03959
H -5.31837 -2.91362 2.04920
C 0.42393 -3.96497 0.36104
C 3.20428 0.82118 -2.46979
S 1.21117 -1.74725 -1.06180
C -0.80937 3.02700 -5.00534
C 1.22292 -0.75288 0.45753
C 0.64428 -5.17154 0.99795
C -2.61874 0.85876 -1.42979
H -1.77564 1.27081 2.34384
H 1.40461 -7.78015 1.46197
O -0.17568 -1.80345 -1.58324
H -2.76909 5.75782 -5.46957
C 1.69529 1.42262 4.04171
C -3.54125 -0.72479 0.14656
C -3.22977 -2.42649 2.34569
H -2.18292 5.48585 -3.13320
S 0.10927 1.52455 -1.42792
C -0.32286 2.21034 -3.99622
H 0.23837 1.31056 -4.22060
H 4.38733 3.59463 1.95698
C 2.66805 0.09485 2.19719
C 2.76895 -3.84858 -0.19522
C -4.48120 -2.32715 1.69397
H -5.58553 -1.41649 0.11811
H -0.56871 -3.53733 0.28741
C -0.53786 2.58148 -2.67801
H -1.20873 -1.77327 2.41250
H 2.04884 -6.91462 2.85152
C 1.49863 -3.30323 -0.21793
S 3.07993 0.12859 -3.92467
C -0.80405 1.29749 2.81766
C -3.67574 0.12819 -0.97412
H -4.63522 0.19154 -1.47227
C -1.96555 5.10755 -5.81256
H -1.15243 5.74295 -6.16956
C -2.29297 -0.82043 0.79886
C 0.62375 2.04793 4.61039
Mn 2.66022 2.33003 0.27601
C -4.63115 -1.49658 0.62410
C 1.54889 0.70071 2.83569
C 2.14243 -7.03902 1.77098
C 0.28431 0.61789 2.21737
O 0.62127 2.44934 -0.32034
H 3.58953 -3.34256 -0.69044
C -1.19415 -0.06415 0.30903
C 2.97527 -5.05938 0.45432
C -0.63787 1.98881 3.98455
C 1.92169 -5.73184 1.06136
C 3.35216 3.75117 1.63848
H -1.48120 2.50159 4.42810
H 3.13434 -7.43802 1.56429
H 2.73241 3.76125 2.54148
H -2.32612 4.52865 -6.66235
C -2.16582 -1.69258 1.91240
H -0.18884 -5.69731 1.45062
H 3.36485 -1.05800 0.55183
H -3.11876 -3.08981 3.19368
*
```

Results of the Mulliken charge analysis, in e, for atoms 1 through 6: atom 1 (C): 0.037, atom 2 (H): 0.402, atom 3 (C): 1.103, atom 4 (H): 0.525, atom 5 (H): 0.373, atom 6 (C): -0.154

---

# 3
DFT (wB97M-V/def2-TZVPD) results for C36H29N13O4S3W as an isolated structure.

Properties
**Orbital gap (alpha / beta)**: 6.18 / 6.18 eV
**LUMO (alpha / beta)**: -1.21 / -1.21 eV
**HOMO (alpha / beta)**: -7.39 / -7.39 eV
**DFT total energy**: -3663.9130 Eh

```
! wB97M-V def2-TZVPD RIJCOSX def2/J DEFGRID3
* xyz 0 1
H -1.90936 0.67007 -6.09498
N 1.09447 1.45897 0.15200
C -0.87901 -2.84891 -1.84197
H 2.49279 2.26281 5.01476
H -0.59811 -2.74645 0.16495
N 1.48567 -1.14915 -0.92349
H 4.50171 -3.18087 -0.03594
H -1.43585 3.94462 2.30481
H 2.06350 -1.10357 -2.90198
C -4.32820 -2.32800 0.76691
C -5.03499 -0.36616 1.97531
C -1.27709 2.92651 2.66762
N -2.50269 0.77020 1.41355
H -2.23054 2.49787 2.95599
H 1.15942 3.96637 2.40074
H -3.57206 -2.84121 0.18843
C 2.66973 1.27998 4.59312
N 0.67178 -1.20218 1.06779
H 5.10869 -1.05770 4.29916
H -4.82293 0.63322 2.32790
C 1.64042 0.59470 3.97825
S 0.53336 -1.52104 2.67255
H -1.04346 2.65051 -1.92946
C -1.87295 -2.65914 -5.52486
H -7.46364 -2.72007 1.97136
S -4.60270 1.73406 -2.01337
H 5.89634 1.04931 5.17311
N 2.00801 4.80646 -4.26618
H -0.65172 -4.33347 -0.48639
N -0.17631 2.95839 -2.34602
O 0.71907 -2.93026 2.86539
C -6.50965 -2.25150 1.76670
N 3.66191 0.61960 -3.89972
H 4.86925 2.35677 5.45855
C 3.41706 -2.24833 -1.64178
C -1.42540 -0.21186 -4.22230
C -1.27300 -1.40208 -3.51332
N 4.95833 1.36030 5.35903
C -2.00991 -1.46866 -6.21088
H -0.62487 2.98252 3.54052
C 2.81010 3.43550 1.13520
N -2.00481 0.92150 -1.46800
N 2.79616 -2.30108 0.68168
H -7.00631 -0.43886 2.80230
H 2.66556 0.90503 -1.07759
N -0.89136 -1.57037 -2.16102
C 3.62252 -2.60936 -0.31320
C -6.25263 -0.96913 2.23535
O -0.68970 -0.89283 3.08119
C 2.82397 1.39770 -3.73926
C -5.54794 -2.92936 1.03170
W -0.34019 -0.02789 -0.59633
C 1.85865 -0.67351 3.45880
C 2.35373 1.58628 -0.30333
C 0.69818 2.31420 1.12663
C -1.50996 -2.60251 -4.18775
C 0.71324 2.02204 -2.71204
H 4.11353 -2.52143 -2.41877
O -1.91589 -1.07582 0.22519
H -2.04655 -3.61003 -6.01057
C -4.06664 -1.04695 1.24149
C -3.11493 1.25198 -1.68917
H -5.75033 -3.92585 0.66174
H 0.64824 1.02197 3.92161
O 0.56653 0.79516 -2.32673
H 4.21816 2.59786 -0.27565
C 1.72256 -1.60798 0.32580
C 3.10688 -1.27253 3.58237
C 1.52842 3.30709 1.62867
N -1.23613 1.11180 1.01070
C 3.22806 2.54990 0.15436
H -1.27984 0.73711 -3.74138
H 3.25789 -2.26953 3.19547
C 4.13757 -0.58874 4.19549
S -1.29792 -3.95215 -3.11357
H 3.46937 4.20771 1.50718
C 3.93766 0.69982 4.70253
C 2.30513 -1.48074 -1.91859
C -2.77130 -0.41153 0.94996
C -0.65161 2.09748 1.59912
H -2.29349 -1.47648 -7.25437
N -0.52767 -3.34876 -0.64663
H -0.09807 3.88752 -2.72613
C 1.97271 3.69940 -3.94216
C -1.78959 -0.25972 -5.55525
C 1.82098 2.36351 -3.50297
*
```

Results of the Mulliken charge analysis, in e, for atoms 1 through 6: atom 1 (H): 0.433, atom 2 (N): 0.834, atom 3 (C): 0.259, atom 4 (H): 0.309, atom 5 (H): -0.114, atom 6 (N): 0.497